No. 1
ClH16O8 | ωB97M-V/def2-TZVPD

Each line ends with the Mulliken charge.
Atoms and positions in Å:
Cl -17.78 2.10 -0.67  -1.000
O -23.36 3.13 0.91  -0.657
H -23.24 3.95 1.39  0.309
H -22.48 2.88 0.63  0.347
O -18.02 0.23 5.20  -0.651
H -18.05 0.75 4.40  0.341
H -18.84 0.43 5.65  0.310
O -19.06 -3.69 0.62  -0.655
H -18.82 -2.76 0.64  0.343
H -20.00 -3.69 0.79  0.312
O -20.88 0.54 -5.57  -0.657
H -20.42 1.06 -4.91  0.344
H -20.90 -0.34 -5.20  0.314
O -13.83 4.09 -4.23  -0.657
H -13.47 3.26 -4.55  0.311
H -14.63 3.83 -3.76  0.347
O -14.95 -3.08 -3.25  -0.651
H -15.32 -2.50 -2.58  0.338
H -15.69 -3.60 -3.55  0.313
O -20.38 6.23 -3.57  -0.652
H -19.91 5.58 -3.04  0.345
H -21.13 6.48 -3.03  0.307
O -17.65 7.13 1.85  -0.650
H -18.50 7.37 2.24  0.305
H -17.71 6.19 1.72  0.344

Output
molecular weight: 179.57 g/mol
ΔE to the lowest compared entry with this formula, charge and spin: 58.38 kcal per mole
multiplicity: 1
net charge: -1
highest occupied orbital energy: -4.4258 eV

---

No. 2
C7H8O | ωB97M-V/def2-TZVPD

Each line ends with the Mulliken charge.
Atoms and positions in Å:
C 1.60 -0.86 -1.86  -0.599
C 0.20 -0.95 -1.38  0.323
C -0.13 -0.28 -0.27  -0.186
C -0.05 -0.56 1.11  -0.621
C -0.73 0.46 1.98  -0.121
C -1.00 1.64 1.08  -0.735
C -0.67 1.06 -0.13  -0.439
H 2.03 -0.37 -3.01  0.180
H 2.23 -0.51 -1.27  0.433
H -0.65 -0.84 -2.15  0.280
H 0.51 -1.32 1.57  0.458
H -0.20 0.95 2.91  0.277
H -1.66 -0.09 2.42  0.236
H -1.53 2.39 1.45  0.537
H -1.02 1.44 -1.02  0.384
O 1.07 -2.16 -1.42  -0.409

Output
molecular weight: 108.14 g/mol
ΔE to the lowest compared entry with this formula, charge and spin: 146.66 kcal per mole
multiplicity: 1
highest occupied orbital energy: -8.3037 eV
SMILES string: C1=CC([C@H]2CO2)=CC1

---

No. 3
C9H22N2Si2 | ωB97M-V/def2-TZVPD

Each line ends with the Mulliken charge.
Atoms and positions in Å:
C -10.28 -1.25 0.72  -0.479
C -9.53 -0.12 0.59  -0.246
C -8.39 -1.76 -0.24  -0.116
C -5.55 2.76 0.88  -1.305
C 13.50 -0.21 -1.79  -1.210
C -5.72 -0.23 -1.42  -1.095
C 11.46 -1.62 1.34  -0.916
C -6.61 1.68 1.10  -0.330
C 12.79 0.61 -0.69  -0.378
N -9.54 -2.27 0.19  -0.029
N -8.35 -0.46 0.00  0.248
Si -7.04 0.73 -0.47  -0.050
Si 12.72 -0.27 0.98  0.632
H -11.25 -1.39 1.14  0.410
H -9.75 0.89 0.87  0.421
H -7.60 -2.33 -0.70  0.430
H -5.92 3.53 0.21  0.353
H -5.29 3.23 1.83  0.352
H -4.64 2.34 0.46  0.356
H 12.99 -1.16 -1.97  0.381
H 13.49 0.35 -2.71  0.322
H 14.53 -0.42 -1.52  0.390
H -6.13 -0.71 -2.30  0.369
H -4.94 0.45 -1.76  0.358
H -5.24 -0.99 -0.80  0.404
H 11.41 -2.36 0.53  0.350
H 11.68 -2.16 2.26  0.322
H 10.45 -1.21 1.44  0.360
H -7.50 2.15 1.53  0.360
H -6.24 0.98 1.86  0.384
H 11.78 0.85 -1.04  0.346
H 13.32 1.56 -0.59  0.368
H -9.84 -3.23 0.14  0.222
H -8.47 1.98 -2.07  -0.017
H 13.70 0.06 2.00  0.033

Output
molecular weight: 214.46 g/mol
ΔE to the lowest compared entry with this formula, charge and spin: 10.53 kcal per mole
multiplicity: 1
net charge: +2
highest occupied orbital energy: -13.2381 eV

---

Sequential Kohn-Sham gap output: 0.2536 0.3367 0.2290 Eh